No. 1
65
Properties=species:S:1:pos:R:3 method="wB97M-V/def2-TZVPD" e_lumo_ev="-4.50 / -7.10" multiplicity=3 total_charge=+1 orbital_gap_ev="6.89 / 4.28" homo_ha="-0.4184 / -0.4180" total_energy_ha=-7621.961933 mol_weight_da=947.90
Au 1.56264 -0.80284 -0.83576
O 5.32079 -0.72145 3.68895
C 4.09273 -0.86226 4.14617
O 3.84639 -1.04723 5.30695
C 2.96956 -0.79041 3.14750
C 1.62473 -0.79085 3.49472
Cl 0.93023 -0.72240 5.03365
N 0.87447 -0.75532 2.36898
N 1.69959 -0.71373 1.30134
C 2.94977 -0.75334 1.74191
C 4.06524 -0.78641 0.71390
O 5.21947 -0.64691 1.08508
O 3.70466 -0.99967 -0.50071
C -0.54498 -0.86502 2.18452
C -1.11965 -0.23307 1.09257
C -2.48271 -0.35830 0.86033
C -3.27065 -1.11432 1.71912
C -2.68209 -1.73389 2.81278
C -1.31955 -1.61607 3.05561
H 5.35588 -0.62069 2.69848
H -0.53899 0.43169 0.46990
H -2.91395 0.17620 0.02218
H -4.33511 -1.20419 1.54993
H -3.28061 -2.32011 3.49734
H -0.88878 -2.13655 3.89874
Se -1.06983 -2.04984 -1.92715
Se 0.51015 -2.90403 -3.35026
C 1.29292 -1.24409 -3.90179
C 1.38853 -0.92792 -5.23537
C 2.12140 0.20659 -5.58247
C 2.71321 0.95478 -4.59046
C 2.54882 0.57466 -3.26545
N 1.85280 -0.51060 -2.93123
C -0.67320 -3.33150 -0.53338
C -1.58495 -4.25788 -0.06868
C -1.19070 -5.01593 1.02960
C 0.05533 -4.79673 1.59284
C 0.88690 -3.82798 1.04399
N 0.52365 -3.11045 -0.01432
H 0.91476 -1.54437 -5.98570
H 2.21421 0.49246 -6.62090
H 3.27850 1.84654 -4.81505
H 2.96847 1.14441 -2.44998
H -2.55487 -4.38402 -0.52870
H -1.85538 -5.76393 1.43986
H 0.38609 -5.36284 2.45228
H 1.87016 -3.62572 1.45270
C -3.79075 5.92588 0.59760
C -2.92932 4.87032 -0.03448
C -3.17012 4.42946 -1.33436
C -2.36772 3.46816 -1.92277
C -1.31009 2.92919 -1.20142
C -1.04808 3.35450 0.09185
C -1.85998 4.31861 0.66587
S -0.31409 1.72207 -1.99845
O -1.18839 0.57458 -2.26693
O 0.28088 2.29506 -3.17843
O 0.71798 1.34742 -0.96835
H -4.59396 6.23418 -0.06879
H -3.20070 6.80855 0.84682
H -4.23861 5.56170 1.52300
H -3.99465 4.85163 -1.89473
H -2.56098 3.13831 -2.93507
H -0.21406 2.93919 0.64015
H -1.65339 4.65674 1.67395

***

No. 2
64
Properties=species:S:1:pos:R:3 method="wB97M-V/def2-TZVPD" e_lumo_ev=1.40 total_charge=-1 orbital_gap_ev=5.97 homo_ha=-0.1680 total_energy_ha=-8741.039785 mol_weight_da=964.58 e_above_lowest_kcal_mol=5.23
Ta -0.53291 1.34256 -0.15392
S -0.38586 2.93964 -2.05751
S -1.33521 4.69697 -1.58743
S -3.12125 3.92322 -0.90392
S -2.42369 2.87351 0.71081
C 0.39301 -4.31758 -2.08688
C 0.94939 -4.13035 -0.82663
C 0.50176 -3.09760 -0.02563
C -0.48824 -2.23969 -0.48201
C -1.05556 -2.42149 -1.73123
C -0.61198 -3.46832 -2.52578
N -0.83392 -1.12277 0.34919
N -1.10151 -1.46642 1.51670
C -1.23068 -0.39996 2.42769
C -1.49376 -0.78011 3.74116
C -1.49821 0.17629 4.73693
C -1.21487 1.49387 4.39802
C -0.96593 1.85530 3.07974
C -0.98524 0.92444 2.03757
H 0.74573 -5.11678 -2.72390
H 1.73967 -4.78019 -0.47330
H 0.92993 -2.92523 0.95623
H -1.82425 -1.75383 -2.08071
H -1.04993 -3.60623 -3.50425
H -1.66977 -1.82605 3.95075
H -1.69881 -0.09786 5.76359
H -1.18524 2.25261 5.16986
H -0.73678 2.88721 2.85452
Br 1.29398 -0.80148 -4.37691
C 2.09858 -0.89825 -2.67542
C 3.28481 -1.63175 -2.50822
C 3.87306 -1.71103 -1.27864
Br 5.46599 -2.73197 -1.09372
C 3.30259 -1.06752 -0.15382
C 3.80427 -1.10150 1.16496
C 3.11382 -0.47202 2.15881
C 1.91363 0.20073 1.86301
N 1.42692 0.25897 0.64653
C 2.11140 -0.35619 -0.35713
C 1.49967 -0.25628 -1.62116
O 0.37885 0.40249 -1.72424
H 3.72083 -2.13237 -3.36045
H 4.72680 -1.62697 1.37225
H 3.46669 -0.46877 3.18062
H 1.36310 0.70272 2.64464
C -4.65476 -0.61939 -2.40976
C -4.53789 -0.58619 -1.02579
C -3.43224 0.00438 -0.43484
C -2.38479 0.56773 -1.17585
C -2.54258 0.52911 -2.56398
C -3.65137 -0.04478 -3.17473
H -5.51692 -1.07259 -2.87936
H -5.31184 -1.01484 -0.40275
H -3.39694 0.03660 0.64704
H -1.77153 0.95551 -3.19725
H -3.72334 -0.03952 -4.25477
C 2.15570 5.03613 0.72431
S 1.95834 3.28757 0.89072
O 2.49763 2.94686 2.19317
O 0.46570 3.14296 0.80604
O 2.61093 2.64456 -0.23774
H 1.57914 5.51588 1.50867
H 1.78391 5.32437 -0.25334
H 3.21202 5.26169 0.82941

***

No. 3
72
Properties=species:S:1:pos:R:3 method="wB97M-V/def2-TZVPD" e_lumo_ev=2.27 total_charge=-1 orbital_gap_ev=7.17 homo_ha=-0.1802 total_energy_ha=-6098.363975 mol_weight_da=928.26 e_above_lowest_kcal_mol=14.49
Sn 1.62247 -0.38817 0.58265
C -1.65580 5.56618 1.44562
C -1.41031 4.12852 1.06224
C -2.00641 3.07483 1.75820
C -1.76801 1.76142 1.41419
C -0.90740 1.40645 0.36367
N -0.63465 0.06358 0.02866
C -1.74120 -0.76855 -0.06709
C -3.03051 -0.25285 -0.34804
C -4.16612 -1.03210 -0.41047
C -4.10967 -2.41222 -0.22283
C -5.35298 -3.26754 -0.21284
C -2.85297 -2.95117 -0.04926
C -1.69449 -2.17487 -0.00690
N -0.47677 -2.90712 0.12324
C -0.19366 -4.07325 -0.49713
C 0.98848 -4.54393 0.02281
C 1.36732 -3.57404 0.95902
N 0.47616 -2.59120 1.01971
C -0.31517 2.47200 -0.31365
C -0.56202 3.79888 0.02465
N 0.55953 2.21933 -1.40833
C 0.49262 2.72891 -2.65692
C 1.57742 2.24598 -3.35194
C 2.25594 1.43366 -2.42664
N 1.63145 1.42786 -1.25763
H -2.58383 5.66354 2.01145
H -1.72603 6.20567 0.56314
H -0.84425 5.95013 2.06972
H -2.66429 3.29462 2.59369
H -2.23072 0.96312 1.98085
H -3.12402 0.81015 -0.52071
H -5.12451 -0.55683 -0.60458
H -6.21001 -2.69394 0.14420
H -5.22978 -4.13623 0.43655
H -5.60015 -3.63401 -1.21460
H -2.74979 -4.02361 0.08641
H -0.83198 -4.47255 -1.26813
H 1.51721 -5.43789 -0.26087
H 2.24637 -3.52947 1.58359
H -0.06295 4.58132 -0.53975
H -0.31442 3.37608 -2.96105
H 1.82944 2.42916 -4.38390
H 3.15367 0.84505 -2.56285
F 1.54975 -0.66761 6.18199
C 0.73456 0.06015 5.42079
F -0.37349 -0.63696 5.18123
F 0.41280 1.17652 6.07435
S 1.54324 0.44652 3.81778
O 2.05515 -0.82698 3.34499
O 0.52209 1.06618 3.01471
N 2.70497 1.40505 4.33057
S 3.82996 1.61168 3.22124
O 4.72871 2.66530 3.57250
O 3.26536 1.59934 1.88319
C 4.91955 0.07231 3.29441
F 4.76967 -0.68164 2.20651
F 4.67974 -0.66289 4.37770
F 6.19785 0.46723 3.34687
Br -2.29327 0.39872 -4.02775
C -0.61275 -0.42258 -4.34060
C -0.14085 -0.53645 -5.63683
N 1.04469 -1.07929 -5.91613
C 1.79082 -1.50568 -4.89187
C 1.39651 -1.42098 -3.56338
C 0.15157 -0.87063 -3.28046
C 2.35546 -1.84008 -2.45080
O 3.44924 -2.29602 -2.77372
O 1.92163 -1.65711 -1.25643
H -0.72856 -0.17859 -6.47601
H 2.75741 -1.93297 -5.13181
H -0.17502 -0.77744 -2.25116